# 1
Here is a molecular structure, C9H22GaINO10S2 at a distorted geometry from the Open Molecules 2025 dataset. Energies are from the ωB97M-V functional and the def2-TZVPD basis.

Properties
HOMO level   -4.27 eV
LUMO   1.79 eV
Frontier orbital gap   6.06 eV
Multiplicity   1
Charge   -1
ΔE to the lowest compared entry with this formula, charge and spin   388.57 kJ/mol

Element x y z (Å)
C -0.5216 -0.5292 3.5222
C -1.2280 0.2255 2.2497
O -0.2674 1.2222 1.6987
C -1.5015 -0.8582 1.0168
N -0.1498 -1.3705 0.5678
C -0.2341 -2.8069 0.0363
C 0.0013 -3.9411 1.2138
O 1.0087 -4.9556 0.8696
Ga 2.7393 -4.5174 1.5146
I 3.1342 -1.9867 2.0374
H -0.5071 0.1114 4.5076
H 0.6051 -0.7455 3.2509
H -1.0922 -1.5384 3.7300
H -2.2235 0.7603 2.6071
H -0.7555 1.7270 0.9654
H -2.0254 -0.2467 0.1637
H -2.2422 -1.6845 1.3933
H 0.0809 -0.8052 -0.2912
H 0.5911 -2.9220 -0.7908
H -1.3180 -2.9155 -0.4451
H -1.0354 -4.5239 1.3091
H 0.2232 -3.3759 2.2140
H 3.2181 -5.4317 2.7757
H 3.7709 -4.9010 0.3141
C -4.3103 1.0999 -3.5769
C -2.9162 0.6795 -4.0346
O -2.0790 1.8000 -3.7585
S -2.6424 2.5690 -2.4349
O -1.8812 2.1162 -1.2918
O -2.8207 3.9653 -2.7589
O -4.1079 1.8565 -2.3845
H -4.7883 1.7508 -4.3162
H -4.9562 0.2406 -3.3782
H -2.8851 0.4275 -5.0973
H -2.5484 -0.1694 -3.4486
C 3.6388 3.7667 0.0720
C 3.2769 2.8784 -1.1152
O 3.3097 1.5462 -0.6082
S 2.8595 1.5647 0.9594
O 1.4562 1.2224 1.0299
O 3.8743 0.8894 1.7343
O 3.0039 3.1704 1.2018
H 4.7191 3.7670 0.2491
H 3.2925 4.7951 -0.0613
H 3.9750 2.9913 -1.9481
H 2.2589 3.0820 -1.4639


# 2
Here is a molecular structure, C9H22IO3P2Ti at a distorted geometry from the Open Molecules 2025 dataset. Energies are from the ωB97M-V functional and the def2-TZVPD basis.

Properties
HOMO level (alpha / beta)   -20.41 / -20.41 eV
LUMO (alpha / beta)   -14.32 / -14.32 eV
Frontier orbital gap (alpha / beta)   6.09 / 6.10 eV
Multiplicity   1
Charge   +3
ΔE to the lowest compared entry with this formula, charge and spin   166.72 kJ/mol

Element x y z (Å)
C 0.0409 0.0570 -4.0335
I 1.0897 -0.3096 -2.1137
H 0.7681 0.3624 -4.7952
H -0.6675 0.8475 -3.8040
H -0.5257 -0.8206 -4.3397
Ti 0.0082 -0.1224 0.4717
P -0.0712 2.3883 -0.0442
C -1.5709 3.3846 -0.4557
C 0.5999 3.3041 1.4031
H 0.6926 4.3721 1.1438
H 0.9172 4.1385 -1.4136
H 1.5999 2.9165 1.6554
H 2.0780 2.8078 -1.1114
H -2.2854 3.2765 0.3651
H -0.0599 3.1982 2.2779
C 1.0345 3.0467 -1.3474
H -1.3768 4.4599 -0.6069
H 0.8015 2.5984 -2.3214
H -2.0559 2.9782 -1.3491
P -0.0134 -2.5344 0.3443
C -1.5388 -3.4681 0.0516
C 1.0834 -3.3882 -0.8255
H 1.6406 -2.6404 2.1095
H 0.7583 -4.1865 1.7907
H -0.0155 -2.8566 2.7620
C 0.6563 -3.0997 1.9253
H 2.1252 -3.0799 -0.6737
H 0.9561 -4.4564 -0.6066
H -1.2904 -4.5458 0.0267
H -2.0019 -3.1302 -0.8871
H 0.7994 -3.1428 -1.8593
H -2.2377 -3.2233 0.8636
C -1.9502 -0.0223 0.8459
O -3.0816 0.0150 1.1641
O -0.3834 0.2142 3.8669
C 0.7559 0.2230 3.3956
O 1.0339 0.1519 2.1056
H 1.6866 0.2862 4.0193


# 3
Here is a molecular structure, C9H22O2Sb at a distorted geometry from the Open Molecules 2025 dataset. Energies are from the ωB97M-V functional and the def2-TZVPD basis.

Properties
HOMO level   -3.89 eV
LUMO   3.25 eV
Frontier orbital gap   7.14 eV
Multiplicity   1
Charge   -1

Element x y z (Å)
C 1.3213 -3.9498 1.7978
C 0.1474 -2.7592 1.7621
C -0.8606 -3.1714 0.5322
C -2.3616 -2.5061 0.6215
C -2.3981 -0.9518 1.1401
Sb -1.0681 0.4410 0.0520
C 0.3749 1.9019 -0.8251
C -0.0417 3.4802 -0.5107
O 1.0796 4.4215 -0.6735
C 1.6486 4.3634 -2.0402
C 2.9499 3.4046 -2.4646
O 1.1464 5.1189 -3.0501
H 1.7104 -4.0587 0.6773
H 2.2326 -3.6448 2.4708
H 0.8527 -4.9896 2.1287
H 0.7061 -1.7805 1.4350
H -0.3986 -2.6248 2.7887
H -0.3563 -2.9749 -0.5266
H -1.0235 -4.3509 0.5769
H -2.9697 -2.6936 -0.3879
H -2.9500 -3.1429 1.4425
H -2.2355 -0.9392 2.3147
H -3.5116 -0.5642 0.9767
H 0.0550 0.3110 1.4245
H -1.9425 1.7753 0.8061
H -2.1789 0.5860 -1.3270
H -0.2614 -0.8194 -0.8422
H 1.4194 1.7319 -0.2727
H 0.6003 1.7055 -1.9718
H -0.3339 3.4920 0.6467
H -1.0155 3.7753 -1.0903
H 3.2996 2.8593 -1.4629
H 3.8124 4.0179 -2.9699
H 2.5509 2.5358 -3.1792


Look up the charge of the first one.
-1


Please write out number 2 again, unchanged.
Here is a molecular structure, C9H22IO3P2Ti at a distorted geometry from the Open Molecules 2025 dataset. Energies are from the ωB97M-V functional and the def2-TZVPD basis.

Properties
HOMO level (alpha / beta)   -20.41 / -20.41 eV
LUMO (alpha / beta)   -14.32 / -14.32 eV
Frontier orbital gap (alpha / beta)   6.09 / 6.10 eV
Multiplicity   1
Charge   +3
ΔE to the lowest compared entry with this formula, charge and spin   166.72 kJ/mol

Element x y z (Å)
C 0.0409 0.0570 -4.0335
I 1.0897 -0.3096 -2.1137
H 0.7681 0.3624 -4.7952
H -0.6675 0.8475 -3.8040
H -0.5257 -0.8206 -4.3397
Ti 0.0082 -0.1224 0.4717
P -0.0712 2.3883 -0.0442
C -1.5709 3.3846 -0.4557
C 0.5999 3.3041 1.4031
H 0.6926 4.3721 1.1438
H 0.9172 4.1385 -1.4136
H 1.5999 2.9165 1.6554
H 2.0780 2.8078 -1.1114
H -2.2854 3.2765 0.3651
H -0.0599 3.1982 2.2779
C 1.0345 3.0467 -1.3474
H -1.3768 4.4599 -0.6069
H 0.8015 2.5984 -2.3214
H -2.0559 2.9782 -1.3491
P -0.0134 -2.5344 0.3443
C -1.5388 -3.4681 0.0516
C 1.0834 -3.3882 -0.8255
H 1.6406 -2.6404 2.1095
H 0.7583 -4.1865 1.7907
H -0.0155 -2.8566 2.7620
C 0.6563 -3.0997 1.9253
H 2.1252 -3.0799 -0.6737
H 0.9561 -4.4564 -0.6066
H -1.2904 -4.5458 0.0267
H -2.0019 -3.1302 -0.8871
H 0.7994 -3.1428 -1.8593
H -2.2377 -3.2233 0.8636
C -1.9502 -0.0223 0.8459
O -3.0816 0.0150 1.1641
O -0.3834 0.2142 3.8669
C 0.7559 0.2230 3.3956
O 1.0339 0.1519 2.1056
H 1.6866 0.2862 4.0193